1.
92
Properties=species:S:1:pos:R:3:forces:R:3:lowdin_charge:R:1 method="wB97M-V/def2-TZVPD" lumo_energy_ev=2.6 total_energy_ev=-53049.6549 gap_ev=6.85 homo_ev=-4.2 total_charge=-1
C 2.873 -4.247 -3.206 0.2310 0.2237 -0.3806 -0.11
C 2.640 -2.728 -3.226 0.0920 -0.9039 0.5383 -0.25
C 2.369 -2.234 -1.817 0.5496 0.3889 0.0285 -0.22
C 2.006 -0.755 -1.733 0.3696 0.2246 -0.3477 -0.26
N 0.942 -0.357 -2.623 -0.1311 -0.4395 0.5577 0.03
B -0.497 -0.682 -2.166 -0.9333 0.0927 -0.8942 -0.66
C -0.898 -2.298 -2.369 0.5302 0.3688 0.8403 -0.11
C -1.116 -3.091 -1.071 0.4806 -0.9827 -0.9694 -0.30
C -1.018 -4.594 -1.391 -0.9944 0.9481 0.3689 -0.57
S -1.646 -5.677 -0.066 0.4040 -0.6047 0.2682 0.64
C -1.500 0.153 -3.218 0.8567 0.1251 0.5059 -0.05
O -0.957 0.126 -4.607 0.5012 0.2718 1.3387 0.05
C -1.827 -0.144 -5.516 0.9142 0.2416 -0.8040 -0.84
F -2.241 -1.401 -5.513 -0.7344 -1.4583 0.1073 0.16
F -1.273 0.052 -6.726 0.3735 0.1165 -0.7376 0.13
F -2.908 0.619 -5.485 -1.4959 0.8430 0.0584 0.15
C -0.901 -0.106 -0.663 -0.0825 1.1871 -0.4593 -0.28
C -0.341 1.334 -0.488 -0.0603 -0.7528 -0.0341 -0.09
C -2.429 -0.064 -0.402 0.5148 -0.8048 1.1766 -0.23
C -2.710 -0.581 1.024 0.2588 -0.1508 -0.7388 -0.11
H 2.375 -4.726 -2.372 -0.3298 -0.1639 0.0858 0.05
H 2.561 -4.702 -4.139 -0.2305 -0.2328 -0.1421 0.06
H 3.927 -4.486 -3.110 0.2743 0.0113 0.1591 0.06
H 3.559 -2.287 -3.597 0.0461 0.4802 -0.2255 0.10
H 1.826 -2.464 -3.882 -0.2112 0.1732 -0.1785 0.09
H 1.654 -2.869 -1.304 -0.4263 -0.0988 -0.0732 0.09
H 3.299 -2.352 -1.255 0.1078 -0.0953 0.2344 0.11
H 2.910 -0.217 -2.037 0.1682 0.1334 0.0508 0.11
H 1.861 -0.505 -0.667 -0.1762 0.0155 0.0582 0.10
H 1.049 0.614 -2.877 0.0372 0.0615 -0.0132 0.08
H -0.117 -2.801 -2.943 0.0956 -0.0151 -0.1390 0.08
H -1.807 -2.398 -2.959 -0.2075 -0.0420 -0.1863 0.09
H -0.351 -2.898 -0.325 -0.1140 0.3948 0.3440 0.09
H -2.112 -2.903 -0.693 -0.1503 0.2278 0.4396 0.08
H -1.590 -4.748 -2.295 -0.0702 -0.3916 -0.2951 0.06
H 0.017 -4.856 -1.568 0.1836 -0.3079 0.0378 0.05
H -2.805 -5.100 0.292 0.1561 0.3089 -0.3680 -0.17
H -2.503 -0.254 -3.221 -0.2461 -0.1912 -0.1750 0.09
H -1.597 1.212 -2.965 0.0236 0.1401 -0.1571 0.10
H -0.445 -0.669 0.153 0.0187 -0.3692 0.0440 0.09
H 0.641 1.274 -0.028 0.2033 0.2429 0.2223 0.05
H -0.198 1.840 -1.440 -0.1664 0.1852 -0.1277 0.05
H -1.016 1.923 0.130 0.1560 0.3036 0.2039 0.07
H -2.813 0.949 -0.428 -0.1942 0.2245 -0.6303 0.10
H -2.961 -0.725 -1.081 -0.2460 0.1653 -0.2930 0.09
H -2.260 0.070 1.766 -0.1064 0.3049 0.2486 0.07
H -2.181 -1.521 1.098 -0.1280 -0.4185 0.2495 0.03
H -3.768 -0.747 1.212 -0.1696 0.1113 0.2359 0.07
C -0.718 -2.737 3.161 0.1180 -0.0632 0.0388 -0.09
C -1.010 -1.862 4.369 0.1195 -0.0176 -0.1684 -0.26
N -1.659 -2.574 5.457 -0.1785 0.0344 0.1670 -0.20
C -2.199 -1.698 6.479 -0.1502 0.1431 0.0175 -0.26
C -1.217 -0.846 7.294 -0.0573 0.0191 0.1406 -0.09
C -0.970 -3.757 5.936 0.1156 -0.2477 -0.1456 -0.25
C 0.469 -3.597 6.445 0.0149 -0.0899 0.1202 -0.09
H -1.622 -3.236 2.811 0.0114 -0.0243 0.0168 0.08
H -0.336 -2.122 2.346 -0.0018 -0.0033 0.0033 0.06
H 0.036 -3.497 3.375 -0.0251 -0.0144 -0.0106 0.07
H -1.677 -1.059 4.042 -0.0536 0.0119 0.1449 0.11
H -0.074 -1.377 4.690 0.0078 0.0339 -0.0348 0.10
H -2.805 -2.295 7.168 0.0761 -0.0988 -0.0202 0.11
H -2.907 -1.021 5.991 0.0665 -0.0115 -0.1000 0.11
H -0.668 -1.443 8.022 0.0691 -0.0037 -0.0461 0.05
H -1.768 -0.089 7.857 -0.0125 -0.0056 -0.0225 0.07
H -0.501 -0.323 6.660 0.0041 -0.0313 -0.0259 0.07
H -0.960 -4.491 5.126 0.0138 0.0810 -0.0574 0.10
H -1.576 -4.222 6.719 -0.0679 0.1482 0.0368 0.11
H 1.077 -2.982 5.780 -0.0363 0.0092 -0.0253 0.07
H 0.947 -4.578 6.506 -0.0138 0.0010 -0.0169 0.07
H 0.505 -3.163 7.444 0.0308 0.0851 -0.0319 0.05
C 2.583 3.496 -1.803 0.0922 -0.0143 0.0374 -0.08
C 1.705 4.645 -2.275 0.1608 -0.1195 -0.0394 -0.27
N 0.941 5.259 -1.206 -0.1760 0.1513 0.0236 -0.19
C -0.107 6.144 -1.679 -0.2044 -0.0319 -0.1122 -0.25
C 0.306 7.409 -2.443 -0.0934 0.1066 0.0383 -0.09
C 1.710 5.737 -0.073 0.2068 -0.1511 0.1756 -0.25
C 2.815 6.771 -0.336 0.0017 0.0947 0.1196 -0.09
H 1.996 2.751 -1.267 -0.0156 0.0255 0.0170 0.06
H 3.043 3.006 -2.663 -0.0168 0.0118 -0.0125 0.08
H 3.392 3.836 -1.153 -0.0086 -0.0021 -0.0006 0.06
H 1.001 4.243 -3.008 -0.1057 0.1109 0.0426 0.12
H 2.332 5.376 -2.812 0.0102 -0.0240 -0.0468 0.10
H -0.732 6.433 -0.830 0.0985 -0.0134 0.0761 0.11
H -0.764 5.557 -2.328 0.0921 -0.0725 -0.0184 0.11
H 0.720 8.169 -1.780 0.0795 -0.0149 -0.0208 0.05
H -0.572 7.850 -2.923 -0.0036 -0.0276 0.0008 0.07
H 1.033 7.198 -3.228 0.0188 -0.0258 0.0197 0.06
H 2.168 4.871 0.412 0.0028 -0.0312 -0.0851 0.10
H 1.019 6.136 0.675 -0.1099 0.0309 -0.1164 0.11
H 3.431 6.507 -1.197 -0.0296 -0.0323 -0.0123 0.06
H 3.477 6.826 0.531 -0.0084 -0.0179 -0.0018 0.07
H 2.412 7.770 -0.494 0.0162 -0.0016 -0.0976 0.05

2.
54
Properties=species:S:1:pos:R:3:forces:R:3:lowdin_spin:R:1 method="wB97M-V/def2-TZVPD" multiplicity=4 lumo_energy_ev="-4.0 / -5.8" total_energy_ev=-36576.5829 gap_ev="7.31 / 6.41" homo_ev="-11.3 / -12.2" total_charge=+1
C 2.598 -0.039 2.594 0.6061 0.1564 -0.4353 -0.01
C 2.273 -0.849 1.469 1.6458 0.1689 -0.0240 0.01
C 1.644 -0.018 0.492 0.8969 0.6149 -0.7481 0.04
H 2.480 -1.907 1.365 0.0695 0.2574 0.0647 0.00
C 1.593 1.316 1.004 0.7138 -0.1719 0.1253 0.04
C 2.153 1.299 2.316 0.3106 0.3806 -0.3006 0.04
H 1.213 2.190 0.473 -0.0592 -0.4013 0.3357 0.01
C -1.315 -2.159 3.299 -0.2709 -0.5986 -0.2344 0.30
C 0.025 -2.213 2.759 -0.0357 -0.5278 -0.8238 0.05
C -0.085 -1.928 1.333 -1.1058 -1.2937 0.6576 0.05
H 0.884 -2.702 3.214 -0.3739 0.0300 -0.0094 0.00
C -1.498 -1.646 1.068 0.2260 -0.5788 0.5321 0.24
C -2.212 -1.824 2.273 0.0560 0.0322 -0.1114 0.10
H 1.391 -0.300 -0.525 -0.0298 -0.0706 0.2562 0.00
H 2.219 2.161 2.975 0.0053 -0.2986 -0.0642 0.01
H 3.075 -0.384 3.508 -0.2743 0.0981 -0.1348 0.00
H -3.302 -1.768 2.378 0.6322 0.1453 -0.0196 0.00
H 0.580 -2.339 0.582 -0.2575 0.1777 0.1144 0.00
H -1.609 -2.471 4.297 0.1986 0.3462 -0.0868 0.01
Tc 0.464 -0.129 2.289 -1.3088 0.6893 0.0079 1.86
C -2.012 -1.303 -0.290 -0.0422 0.4112 -0.2829 0.03
C -3.533 -1.464 -0.340 -0.0037 -0.0716 -0.0657 0.00
C -1.358 -2.194 -1.360 -0.1345 -0.0394 0.1133 0.01
H -3.816 -2.481 -0.053 0.0187 0.1205 0.0835 0.00
H -3.857 -1.255 -1.359 -0.1582 -0.2580 0.4473 0.00
H -4.007 -0.737 0.324 -0.1296 -0.1148 0.0058 0.00
H -1.510 -3.250 -1.116 0.0188 0.1175 -0.1209 0.00
H -0.284 -2.005 -1.449 -0.0287 -0.0391 -0.0267 0.00
H -1.826 -1.975 -2.322 0.0872 -0.1096 0.0572 0.00
C -1.573 0.171 -0.546 0.2671 0.3562 0.0676 0.03
C -2.119 0.754 -1.828 -1.0790 -0.2956 -1.3454 0.01
H -0.472 0.214 -0.617 -0.5450 0.0716 0.1780 0.00
H -1.909 0.825 0.280 0.1462 -0.1680 -0.1583 0.00
O -3.101 0.252 -2.375 0.9569 0.8858 0.0739 0.00
N -1.515 1.828 -2.423 0.1405 0.3219 0.4023 0.00
C -0.328 2.592 -2.044 -0.4479 -0.3116 -0.1195 0.00
H -1.976 2.133 -3.272 -0.0657 -0.2261 0.2085 0.00
C 0.972 1.938 -2.468 0.1981 -0.1293 -0.2395 0.00
C 2.165 2.568 -2.111 0.0483 -0.2823 0.0828 0.00
H 2.102 3.502 -1.543 0.2247 -0.2367 -0.1623 0.00
C 3.392 2.004 -2.458 -0.0665 0.0047 -0.0205 0.00
H 4.312 2.493 -2.136 -0.1957 -0.1489 -0.2072 0.00
C 3.434 0.818 -3.204 -0.1500 -0.0640 0.1281 0.00
H 4.391 0.379 -3.489 -0.2794 0.1590 0.1234 0.00
C 2.242 0.194 -3.582 -0.2104 0.2561 0.1375 0.00
H 2.243 -0.737 -4.152 0.1295 0.3230 0.0926 0.00
C 1.010 0.765 -3.231 0.1634 0.0895 0.2079 0.00
H 0.072 0.313 -3.562 0.3401 0.0422 0.1384 0.00
H -0.316 2.800 -0.958 -0.1258 -0.0743 -0.3838 0.00
H -0.423 3.563 -2.553 0.0709 -0.1990 0.2834 0.00
O 0.279 0.015 4.382 -1.0212 0.5378 0.4620 0.05
N -0.773 0.767 4.313 -0.8537 0.8527 1.5458 0.01
O -1.374 1.141 5.290 0.9195 -0.6177 -1.8111 0.04
O -1.105 1.081 3.090 0.1623 -0.3193 1.0030 0.06

3.
65
Properties=species:S:1:pos:R:3:forces:R:3:lowdin_spin:R:1 method="wB97M-V/def2-TZVPD" multiplicity=4 lumo_energy_ev="-6.0 / -7.5" total_energy_ev=-92518.2347 e_above_lowest_kcal_mol=0.0 gap_ev="7.40 / 6.23" homo_ev="-13.4 / -13.7" total_charge=+2
Re 0.134 -0.164 0.315 -0.1655 -0.7893 0.0204 2.32
N -1.794 3.309 1.595 -0.0016 0.1505 0.0689 0.02
C -1.142 3.174 2.821 -0.1155 0.0781 -0.0744 0.00
C -1.196 3.944 3.976 -0.0277 0.0417 -0.0298 0.00
C -0.456 3.489 5.044 0.0466 -0.0388 0.0508 0.00
C 0.301 2.306 4.966 -0.0191 0.0334 0.0172 0.00
C 0.353 1.552 3.813 0.0217 -0.0003 -0.0426 0.00
C -0.377 2.016 2.720 0.0305 -0.0882 -0.1971 0.01
N -0.557 1.492 1.426 0.0298 0.1033 0.2173 0.03
C -1.431 2.291 0.816 -0.0256 -0.0808 -0.0627 0.03
C -1.935 1.932 -0.503 0.1253 -0.1258 0.1277 0.00
C -2.797 2.551 -1.344 -0.0762 0.1021 -0.0675 0.01
S -3.043 1.587 -2.730 -0.0814 -0.0087 -0.0962 0.01
C -1.990 0.408 -2.125 0.0258 0.0250 0.0423 0.02
N -1.481 0.708 -0.958 0.0813 0.1058 0.1053 0.01
H -2.430 4.049 1.342 -0.0186 -0.0144 0.0294 0.00
H -1.789 4.847 4.038 0.0086 -0.0221 -0.0033 0.00
H -0.463 4.051 5.968 0.0092 -0.0112 -0.0007 0.00
H 0.856 1.981 5.835 -0.0109 0.0101 -0.0074 0.00
H 0.933 0.642 3.763 0.0096 -0.0067 0.0078 0.00
H -3.290 3.504 -1.230 0.0078 -0.0370 -0.0168 0.00
H -1.757 -0.504 -2.659 0.0229 0.0205 0.0346 0.00
Cl 0.175 -4.015 -2.821 -0.0540 -0.0380 0.0453 0.01
C -0.738 -3.865 -1.373 0.0426 -0.3264 -0.3312 0.03
C -1.618 -4.900 -0.985 0.0722 -0.0272 -0.1185 -0.01
C -2.341 -4.811 0.167 -0.0619 -0.0764 0.0382 0.03
Cl -3.394 -6.091 0.628 0.0428 0.0646 -0.0108 0.01
C -2.226 -3.661 0.993 -0.0689 0.0364 0.1305 0.00
C -2.891 -3.458 2.216 -0.0035 -0.0315 -0.0041 0.03
C -2.677 -2.304 2.933 -0.0302 -0.0314 0.0227 0.00
C -1.813 -1.333 2.434 0.0295 -0.0133 -0.0642 0.03
N -1.176 -1.488 1.276 -0.0890 0.0692 0.0627 0.00
C -1.358 -2.648 0.560 -0.0845 0.3036 0.3544 0.01
C -0.594 -2.746 -0.606 0.4079 0.4242 -0.1667 -0.01
O 0.255 -1.728 -0.886 -0.3517 -0.0462 0.2525 0.16
H -1.705 -5.778 -1.611 0.0208 0.0238 -0.0154 0.00
H -3.562 -4.221 2.589 0.0065 0.0048 -0.0077 0.00
H -3.167 -2.135 3.881 0.0022 -0.0090 -0.0125 0.00
H -1.628 -0.416 2.978 0.0035 0.0029 -0.0099 0.00
F 1.240 -2.925 1.708 -0.0349 0.0378 -0.0345 0.01
C 2.060 -1.903 1.993 0.0458 -0.0162 0.0453 0.04
C 1.773 -0.621 1.532 -0.1908 0.0481 -0.1620 0.00
C 2.704 0.360 1.869 0.0440 0.0239 0.0551 0.04
F 2.515 1.631 1.468 -0.0877 -0.0203 -0.0326 0.01
C 3.827 0.110 2.626 0.0945 0.0387 0.0496 -0.01
F 4.675 1.083 2.931 -0.0235 -0.0357 -0.0150 -0.01
C 4.061 -1.183 3.075 0.1852 -0.0274 0.1232 0.04
F 5.129 -1.443 3.805 -0.0747 0.0132 -0.0571 0.02
C 3.174 -2.197 2.755 0.0286 -0.1046 0.0422 -0.01
F 3.400 -3.433 3.176 -0.0082 0.0456 -0.0104 -0.01
C 4.200 -0.506 -2.493 -0.0582 0.0802 -0.0063 0.00
C 3.332 0.735 -2.804 0.0080 -0.1725 0.1398 0.01
C 2.659 0.600 -4.179 -0.0057 0.0119 0.0211 0.00
C 4.155 2.026 -2.697 -0.0110 0.0129 -0.0153 0.00
C 2.279 0.753 -1.781 0.0802 0.2552 -0.1286 0.07
N 1.462 0.742 -0.975 0.2197 0.0288 -0.2773 0.01
H 4.917 -0.624 -3.305 0.0141 0.0070 0.0231 0.00
H 3.596 -1.412 -2.429 0.0157 0.0136 -0.0269 0.00
H 4.750 -0.375 -1.561 -0.0152 -0.0189 -0.0046 0.00
H 3.443 0.481 -4.925 -0.0119 0.0243 -0.0110 0.00
H 2.082 1.491 -4.427 -0.0083 -0.0162 0.0025 0.00
H 2.010 -0.275 -4.224 0.0288 -0.0017 0.0007 0.00
H 4.992 1.946 -3.391 -0.0077 0.0220 -0.0040 0.00
H 4.556 2.166 -1.693 0.0057 -0.0210 -0.0140 0.00
H 3.563 2.899 -2.969 0.0064 -0.0065 0.0085 0.00

4.
8
Properties=species:S:1:pos:R:3:forces:R:3:lowdin_charge:R:1 method="wB97M-V/def2-TZVPD" lumo_energy_ev=4.0 total_energy_ev=-18521.9991 e_above_lowest_kcal_mol=148.3 gap_ev=7.60 homo_ev=-3.6 total_charge=-1
C 1.374 -0.282 -0.524 -3.6277 -1.9787 1.5139 -0.26
C 0.087 -0.545 -0.818 -0.0860 0.8419 -0.8426 -0.32
N 0.778 -0.878 0.551 2.2395 0.0151 1.6640 -0.17
O -1.657 1.674 -0.432 0.4947 0.2957 -0.2207 -0.49
O -2.147 -0.465 0.567 1.5699 1.0300 -0.0680 -0.51
S -1.048 0.482 0.171 -4.6180 0.1249 -0.1882 0.62
H 2.325 -0.079 -0.753 3.2992 1.1493 -0.9637 0.04
H 0.288 0.093 1.239 0.7284 -1.4783 -0.8946 0.08